# 1
Here is a molecular structure, C31H27NP2RuS5Sb from OMol25. Energies are from wB97M-V/def2-TZVPD.

The geometry in XYZ format:
```
68
Properties=species:S:1:pos:R:3
Ru -0.8784 -2.0021 -1.7443
S 2.0793 0.1873 -2.8229
P 0.6845 0.8427 -1.5677
C -0.2813 -0.4616 -0.8458
P -0.7919 -0.8928 0.7782
S -0.7340 -2.8897 0.6304
C -2.4630 -0.2416 1.0441
C -3.5280 -1.0975 1.2930
C -4.8197 -0.5923 1.3666
C -5.0521 0.7607 1.1860
C -3.9897 1.6211 0.9413
C -2.7021 1.1196 0.8709
C 0.1688 -0.3342 2.2159
C 1.5185 -0.6752 2.2678
C 2.2751 -0.3564 3.3822
C 1.6869 0.2982 4.4574
C 0.3421 0.6326 4.4153
C -0.4183 0.3163 3.2969
C 1.5478 1.6291 -0.1456
C 2.8876 1.3542 0.1040
C 3.5396 1.9384 1.1798
C 2.8564 2.7984 2.0270
C 1.5221 3.0899 1.7799
C 0.8793 2.5204 0.6902
C -0.2756 2.2267 -2.2016
C -1.6529 2.1576 -2.3181
C -2.3571 3.2550 -2.8049
C -1.6806 4.4084 -3.1646
C -0.2930 4.4735 -3.0529
C 0.4107 3.3837 -2.5749
H -3.3439 -2.1584 1.3888
H -5.6492 -1.2693 1.5271
H -6.0645 1.1441 1.2035
H -4.1670 2.6753 0.7680
H -1.8846 1.7897 0.6390
H 1.9644 -1.2061 1.4336
H 3.3263 -0.6163 3.4139
H 2.2802 0.5454 5.3298
H -0.1199 1.1381 5.2545
H -1.4694 0.5708 3.2670
H 3.4149 0.6914 -0.5714
H 4.5850 1.7152 1.3596
H 3.3629 3.2494 2.8720
H 0.9828 3.7712 2.4269
H -0.1477 2.7920 0.4797
H -2.1986 1.2544 -2.0695
H -3.4292 3.1625 -2.9201
H -2.2296 5.2590 -3.5510
H 0.2368 5.3714 -3.3475
H 1.4915 3.4206 -2.4972
S -4.7049 0.5239 -2.9525
Sb -3.5965 -1.2752 -3.8557
S -1.1079 -0.9376 -3.8301
S -3.0102 -2.5343 -1.8055
N 0.9059 -2.8688 -2.4557
C 1.7010 -3.6911 -1.5892
C 1.3530 -5.0161 -1.3781
C 2.0941 -5.7837 -0.4931
C 3.1722 -5.2298 0.1840
C 3.5104 -3.9018 -0.0343
C 2.7796 -3.1276 -0.9239
H 0.6782 -3.3206 -3.3365
H 1.3924 -1.9876 -2.7007
H 0.4839 -5.4291 -1.8771
H 1.8164 -6.8161 -0.3201
H 3.7400 -5.8292 0.8846
H 4.3478 -3.4609 0.4929
H 3.0221 -2.0854 -1.0988
```

Properties
**HOMO energy**: -0.1344 Eh
**Frontier orbital gap**: 0.2065 Eh
**Total charge**: -1
**Multiplicity**: 1
**Energy above the lowest of the compared OMol25 structures with the same formula, charge and spin**: 0.00 kJ/mol
**M**: 858.7 g/mol

---

# 2
Here is a molecular structure, C31H28BBiN7Te4 from OMol25. Energies are from wB97M-V/def2-TZVPD.

The geometry in XYZ format:
```
72
Properties=species:S:1:pos:R:3
Bi -0.8467 -1.5753 -0.3467
C 1.0525 4.4720 1.5910
C -0.0596 3.5056 1.3333
C -1.3969 3.7386 1.5363
C -2.0398 2.5384 1.1882
N -1.1440 1.6314 0.8028
N 0.0707 2.2245 0.8997
B 1.4312 1.5911 0.5192
N 1.7537 0.3273 1.3523
N 1.1472 -0.8514 1.1236
C 1.6622 -1.7319 1.9668
C 2.6451 -1.1183 2.7599
C 2.6823 0.1929 2.3263
C 3.5324 1.3057 2.8439
C 1.1668 -3.1166 2.0243
C 1.0029 -3.7490 3.2552
C 0.4788 -5.0306 3.3244
C 0.1067 -5.7003 2.1660
C 0.2881 -5.0911 0.9331
C 0.8282 -3.8156 0.8668
N 1.6217 1.3009 -0.9885
N 1.0116 0.2951 -1.6584
C 1.5079 0.3020 -2.8947
C 2.4392 1.3486 -3.0301
C 2.4857 1.9530 -1.7978
C 3.3496 3.0982 -1.3829
C 1.1612 -0.6807 -3.9436
C 0.1463 -1.6228 -3.8082
C -0.1424 -2.5375 -4.8079
C 0.5842 -2.5277 -5.9885
C 1.6034 -1.5982 -6.1456
C 1.8878 -0.6920 -5.1373
C -3.4976 2.3138 1.2686
C -4.2472 3.0673 2.1739
C -5.6172 2.8907 2.2903
C -6.2671 1.9493 1.5046
C -5.5338 1.2007 0.5951
C -4.1653 1.3835 0.4766
H 0.6258 5.3802 2.0159
H 1.5880 4.7430 0.6804
H 1.7827 4.0756 2.2953
H -1.8456 4.6625 1.8593
H 2.2356 2.4194 0.8157
H 3.2617 -1.5714 3.5182
H 4.1175 0.9399 3.6868
H 2.9284 2.1460 3.1855
H 4.2206 1.6814 2.0851
H 1.2578 -3.2164 4.1635
H 0.3399 -5.5013 4.2901
H -0.3246 -6.6915 2.2231
H 0.0045 -5.5984 0.0202
H 1.0256 -3.3677 -0.1011
H 3.0094 1.6350 -3.8966
H 3.9584 3.4011 -2.2337
H 4.0155 2.8261 -0.5627
H 2.7628 3.9593 -1.0597
H -0.4507 -1.6488 -2.9116
H -0.9374 -3.2558 -4.6502
H 0.3586 -3.2357 -6.7758
H 2.1884 -1.5824 -7.0572
H 2.6960 0.0121 -5.2809
H -3.7486 3.7832 2.8146
H -6.1770 3.4891 2.9988
H -7.3346 1.7969 1.6044
H -6.0273 0.4676 -0.0305
H -3.6096 0.8293 -0.2643
Te -2.1212 -1.1871 2.1386
Te -2.7692 -3.8605 2.0044
Te -1.9732 -5.5044 -1.8886
Te -3.1084 -3.4222 -0.6886
N -2.5841 0.4262 -2.4929
C -2.0558 -0.2218 -1.6975
```

Properties
**HOMO energy**: -0.1574 Eh
**Frontier orbital gap**: 0.2187 Eh
**Total charge**: -1
**Multiplicity**: 1
**Energy above the lowest of the compared OMol25 structures with the same formula, charge and spin**: 0.00 kJ/mol
**M**: 1228.8 g/mol

---

# 3
Here is a molecular structure, C31H28Br2CoN5OS from OMol25. Energies are from wB97M-V/def2-TZVPD.

The geometry in XYZ format:
```
69
Properties=species:S:1:pos:R:3
Co 0.1851 -0.0139 -0.0855
N -5.5539 8.4158 0.1847
C -4.8838 7.4843 0.1423
C -4.0464 6.3206 0.0895
C -4.4055 5.1757 0.7975
C -3.5931 4.0568 0.7474
C -2.4262 4.0723 -0.0105
C -2.0749 5.2161 -0.7194
C -2.8787 6.3415 -0.6692
C -1.5641 2.8599 -0.0612
C -0.7463 2.6014 1.0315
C -0.7022 3.3358 2.2447
C 0.1552 2.6675 3.0854
C 0.6232 1.5570 2.3592
N 0.1172 1.5137 1.1253
C -1.6448 2.0581 -1.1991
C -2.3717 2.3322 -2.3826
C -2.0969 1.3137 -3.2687
C -1.2291 0.4396 -2.5974
N -0.9611 0.8640 -1.3595
H -5.3158 5.1691 1.3806
H -3.8654 3.1623 1.2929
H -1.1671 5.2257 -1.3086
H -2.6084 7.2357 -1.2134
H -1.2589 4.2352 2.4504
H 0.4266 2.9244 4.0953
H 1.3015 0.7972 2.7028
H -2.9985 3.1934 -2.5444
H -2.4617 1.1966 -4.2750
H -0.7974 -0.4686 -2.9876
C 2.2832 -3.3378 0.9158
C 1.6075 -2.2342 1.7069
O 1.7867 -0.9119 1.1611
C 3.1975 -0.5850 1.0643
C 3.5004 0.8872 1.2117
H 2.1017 -4.2924 1.4104
H 3.3620 -3.1975 0.8694
H 1.9027 -3.4069 -0.0984
H 2.0074 -2.2285 2.7262
H 0.5309 -2.3842 1.7718
H 3.5705 -0.9508 0.1066
H 3.7100 -1.1468 1.8495
H 2.9114 1.4961 0.5298
H 4.5557 1.0342 0.9783
H 3.3347 1.2435 2.2251
Br -3.8036 -0.7613 -0.5683
C -3.1195 -1.2554 1.1279
C -3.8719 -2.1277 1.9034
C -3.3880 -2.4587 3.1549
C -2.1932 -1.8970 3.5835
C -1.5260 -1.0433 2.7270
N -1.9637 -0.7314 1.5005
H -4.8081 -2.5166 1.5320
H -3.9430 -3.1352 3.7908
H -1.7914 -2.1068 4.5643
H -0.6048 -0.5614 3.0308
S -0.6375 -3.0304 -1.4585
C -0.2583 -1.7003 -0.8372
Br 4.7215 1.5979 -4.9728
C 3.5462 1.1209 -3.5880
C 3.4141 -0.2069 -3.2100
C 2.5364 -0.5043 -2.1841
N 1.8139 0.4147 -1.5440
C 1.9458 1.6868 -1.9276
C 2.7999 2.0909 -2.9364
H 3.9758 -0.9883 -3.7003
H 2.4065 -1.5318 -1.8616
H 1.3331 2.4093 -1.4010
H 2.8753 3.1335 -3.2079
```

Properties
**HOMO energy (spin up / spin down)**: -0.3778 / -0.3778 Eh
**Frontier orbital gap (spin up / spin down)**: 0.2384 / 0.2399 Eh
**Total charge**: +1
**Multiplicity**: 2
**Energy above the lowest of the compared OMol25 structures with the same formula, charge and spin**: 0.00 kJ/mol
**⟨S²⟩**: 0.763
**M**: 737.4 g/mol